Record 1
The following is a quantum chemistry calculation of a molecular structure, C3H4O2, from OMol25.

Calculated values
- Total charge: 0
- Relative energy (zero: lowest compared OMol25 entry of this formula, charge and spin): 59.09 kcal/mol
- DFT total energy: -7268.1236 eV
- Highest occupied orbital energy: -9.08 eV

```
9
Properties=species:S:1:pos:R:3:nbo_charge:R:1
C 0.514 0.168 0.712 -0.401
C 1.107 0.443 -0.406 0.163
C -0.479 -0.725 -0.076 0.363
O 0.370 -0.335 -1.236 -0.519
O -1.715 -0.157 -0.121 -0.691
H 0.556 0.639 1.656 0.214
H 1.868 1.019 -0.787 0.193
H -0.568 -1.873 0.112 0.190
H -1.651 0.822 0.146 0.487
```

---

Record 2
The following is a quantum chemistry calculation of a molecular structure, C3H4O2, from OMol25.

Calculated values
- Total charge: 0
- Relative energy (zero: lowest compared OMol25 entry of this formula, charge and spin): 112.27 kcal/mol
- DFT total energy: -7265.8176 eV
- Highest occupied orbital energy (alpha / beta): -6.76 / -6.76 eV

```
9
Properties=species:S:1:pos:R:3:nbo_charge:R:1
C -1.419 -0.064 -0.547 -0.321
C -0.932 -0.303 0.644 -0.369
C 0.453 -0.120 0.232 0.589
O 0.951 1.070 -0.100 -0.691
O 1.197 -1.172 -0.044 -0.632
H -1.534 0.227 -1.617 0.251
H -1.238 -0.701 1.579 0.186
H 0.567 1.735 0.458 0.502
H 1.954 -0.672 -0.604 0.484
```

---

Record 3
The following is a quantum chemistry calculation of 2 unconnected molecules or ions with the total composition C3H4O2, from OMol25.

Calculated values
- Total charge: 0
- Relative energy (zero: lowest compared OMol25 entry of this formula, charge and spin): 78.77 kcal/mol
- DFT total energy: -7267.2703 eV
- Highest occupied orbital energy (alpha / beta): -9.23 / -9.23 eV

```
9
Properties=species:S:1:pos:R:3:nbo_charge:R:1
C 2.841 0.039 -0.008 0.983
C 0.845 -0.141 0.805 0.018
C -0.132 -0.204 -0.271 -0.798
O 3.241 -1.041 -0.085 -0.525
O 2.770 1.200 -0.106 -0.549
H 0.592 0.651 1.527 0.119
H -1.091 -0.449 0.201 0.267
H 0.116 -0.956 -1.019 0.217
H -0.295 0.770 -0.741 0.267
```

---

Record 4
The following is a quantum chemistry calculation of C3H4O2 in the gas phase, from OMol25.

Calculated values
- Total charge: 0
- Relative energy (zero: lowest compared OMol25 entry of this formula, charge and spin): 101.61 kcal/mol
- DFT total energy: -7266.2797 eV
- Highest occupied orbital energy: -9.25 eV

```
9
Properties=species:S:1:pos:R:3:nbo_charge:R:1
C -0.147 -0.608 0.278 -0.115
C -0.772 0.611 -0.925 -0.377
C -0.253 1.000 0.272 0.465
O 1.135 -1.120 0.296 -0.678
O 0.143 1.844 1.037 -0.562
H 1.729 -0.452 0.668 0.490
H -0.859 -1.062 0.966 0.230
H -0.239 0.657 -1.869 0.242
H -0.736 -0.870 -0.723 0.305
```

---

Record 5
The following is a quantum chemistry calculation of a molecular structure, C3H4O2, from OMol25.

Calculated values
- Total charge: 0
- Relative energy (zero: lowest compared OMol25 entry of this formula, charge and spin): 64.64 kcal/mol
- DFT total energy: -7267.8828 eV
- Highest occupied orbital energy: -9.33 eV

```
9
Properties=species:S:1:pos:R:3:nbo_charge:R:1
C 0.160 -0.063 -0.960 -0.382
C 0.262 1.218 -0.584 0.169
C -0.241 -0.338 0.477 0.353
O 0.083 1.047 0.756 -0.508
O 0.593 -1.185 1.216 -0.682
H -0.365 -0.524 -1.783 0.214
H 0.643 2.091 -0.965 0.191
H -1.255 -0.450 0.545 0.166
H 1.333 -0.618 1.331 0.478
```

---

Record 6
The following is a quantum chemistry calculation of a molecular structure, C3H4O2, from OMol25.

Calculated values
- Total charge: 0
- Relative energy (zero: lowest compared OMol25 entry of this formula, charge and spin): 59.52 kcal/mol
- DFT total energy: -7268.1048 eV
- Highest occupied orbital energy: -9.13 eV

```
9
Properties=species:S:1:pos:R:3:nbo_charge:R:1
C 0.539 0.846 -0.062 -0.351
C 1.201 -0.312 -0.226 0.125
C -0.647 -0.011 0.497 0.374
O 0.154 -1.110 0.248 -0.524
O -1.804 -0.148 -0.177 -0.686
H 0.780 1.788 -0.347 0.204
H 2.177 -0.544 -0.540 0.205
H -0.828 0.112 1.609 0.170
H -1.573 -0.622 -1.001 0.483
```